46
Properties=species:S:1:pos:R:3:lowdin_charge:R:1 method="wB97M-V/def2-TZVPD" charge=-1 spin_multiplicity=1 homo_ha=-0.19485 gap_ha=0.3091 fmax_ev_per_a=5.52 lumo_ha=0.1143
C -0.20 0.24 4.20 -0.1049
C -1.16 0.08 2.94 -0.2111
C -2.46 -0.79 2.92 -0.0539
C -3.29 -0.87 1.60 -0.0354
C -2.87 -0.12 0.29 -0.0970
C -3.79 -0.24 -1.01 -0.3544
C -4.22 1.26 -1.48 -0.0858
C -3.18 -1.15 -2.19 -0.0880
C -1.57 0.72 0.29 -0.1662
O -1.04 1.42 -0.83 -0.1955
C -0.01 0.56 -1.47 -0.1422
B 1.53 1.03 -1.15 -0.9827
Br 1.62 2.91 -0.36 0.6358
C 2.32 -0.02 -0.11 -0.1977
C 2.65 -1.42 -0.69 -0.0090
C 3.35 -2.43 0.28 -0.0603
C 3.64 -1.93 1.74 -0.0879
C 3.24 -0.47 2.06 -0.1500
N 2.61 0.48 1.20 0.0188
C 2.45 1.10 -2.53 -0.3330
C 4.03 1.24 -2.20 -0.0986
F 2.16 0.03 -3.47 -0.1248
C -0.78 0.80 1.63 0.0565
H -0.03 -0.81 4.66 0.0793
H -0.53 1.01 4.97 0.0706
H 0.83 0.59 3.81 0.0657
H -2.81 -1.35 3.85 0.0757
H -4.23 -1.50 1.61 0.0758
H -4.77 -0.76 -0.67 0.1149
H -3.51 2.06 -1.09 0.0782
H -4.32 1.29 -2.62 0.0697
H -5.26 1.46 -1.03 0.0747
H -2.26 -1.74 -1.89 0.0752
H -4.02 -1.86 -2.54 0.0731
H -2.99 -0.45 -3.08 0.0755
H -0.18 0.73 -2.61 0.1244
H -0.26 -0.52 -1.22 0.1128
H 2.44 -1.78 -1.74 0.0985
H 3.63 -3.49 0.01 0.0692
H 4.12 -2.60 2.53 0.0648
H 3.47 -0.11 3.14 0.0872
H 2.18 2.09 -3.07 0.1130
H 4.58 1.82 -3.03 0.0669
H 4.53 0.21 -2.08 0.0721
H 4.22 1.82 -1.22 0.0649
H 0.16 1.45 1.64 0.0652